Record 1
{"formula": "C2H11NO2S2", "method": "ωB97M-V/def2-TZVPD", "symbols": ["N", "C", "C", "S", "S", "H", "H", "H", "H", "H", "H", "H", "H", "H", "O", "H", "H", "O"], "positions_angstrom": [[-1.20381, 0.57041, -0.71772], [-1.51229, -0.56542, 0.19840], [-0.53121, -0.62729, 1.36508], [-0.49253, 0.75711, 2.43773], [1.64733, 1.00864, 2.88017], [-1.51759, 0.43417, -1.65972], [-1.46136, 1.38968, -0.19371], [-2.59107, -0.32732, 0.54003], [-1.41599, -1.52982, -0.27266], [-0.73077, -1.62121, 1.82375], [0.40812, -0.97514, 0.84352], [2.10145, -0.07979, 3.40145], [0.76484, 2.85875, -1.52595], [0.75514, 1.32487, -1.31148], [1.08577, 2.03092, -1.89030], [1.42271, -1.72135, -1.18953], [1.99184, -1.23367, -2.58670], [1.27940, -1.69354, -2.14235]], "atomic_forces_ev_per_a": [[1.3, -1.5, 1.0], [-1.6, 1.9, 0.3], [0.2, -2.3, -1.4], [-2.9, 0.0, -0.1], [2.6, 1.9, -0.4], [-0.5, 0.4, 0.0], [-0.2, 0.5, -0.6], [1.4, -1.2, -0.1], [-0.4, -0.2, -0.7], [-0.4, 0.7, 0.6], [0.1, 1.3, 0.5], [0.4, -1.5, 0.9], [0.0, -0.2, 0.2], [-0.4, 0.2, 0.1], [0.4, 0.0, -0.4], [0.3, 0.4, -0.2], [0.2, 0.2, 0.4], [-0.6, -0.6, -0.2]], "nbo_charge": [-0.903, -0.227, -0.588, -0.212, -0.558, 0.370, 0.377, 0.155, 0.178, 0.184, 0.170, 0.072, 0.462, 0.506, -0.982, 0.481, 0.475, -0.960], "gap_ev": [3.90, 6.97], "energy_ev": -29507.2919, "multiplicity": 2, "charge": -1, "relative_energy_kj_mol": 98.11}

=====

Record 2
{"formula": "C2H11NO3", "method": "ωB97M-V/def2-TZVPD", "symbols": ["C", "C", "N", "H", "H", "H", "H", "H", "H", "H", "O", "H", "H", "O", "H", "H", "O"], "positions_angstrom": [[-0.26859, 0.20364, -0.89114], [0.73644, -0.30811, 1.15337], [-0.01720, -0.79170, 0.12493], [-0.33105, 1.19752, -0.46342], [-1.18141, 0.05097, -1.45757], [0.55370, 0.22198, -1.62555], [0.55663, -0.54702, 2.21164], [1.49442, 0.46453, 0.99534], [2.43097, 4.39875, -0.30511], [3.80082, 4.26547, -0.94330], [3.20657, 3.82719, -0.32480], [-0.55326, -2.37510, -0.22569], [-1.35952, -3.60699, 0.27424], [-0.82201, -3.32097, -0.46970], [-2.23615, -1.21632, 0.06549], [-2.90382, -1.37287, 1.38918], [-3.10655, -1.09096, 0.49209]], "atomic_forces_ev_per_a": [[1.0, -0.3, -0.3], [0.1, -0.1, 0.2], [-0.9, 0.3, 0.7], [-0.1, 0.5, 0.2], [-0.4, -0.3, -0.1], [0.0, 0.2, -0.2], [0.0, -0.4, -0.4], [-0.1, 0.2, -0.1], [0.0, -0.2, 0.1], [0.0, -0.1, 0.0], [0.1, 0.3, -0.1], [0.4, 0.0, 0.0], [0.0, 0.0, 0.0], [-0.2, 0.0, 0.0], [0.0, 0.3, 0.1], [0.0, 0.1, 0.0], [0.1, -0.3, 0.0]], "nbo_charge": [-0.425, -0.414, -0.746, 0.148, 0.162, 0.141, 0.127, 0.109, 0.466, 0.457, -0.926, 0.500, 0.440, -1.023, 0.501, 0.456, -0.974], "gap_ev": [3.45, 6.27], "energy_ev": -9883.3665, "multiplicity": 2, "charge": -1, "relative_energy_kj_mol": 32.39}

=====

What is the charge in the first record?
-1

=====

charge of number 1 (C2H11NO2S2)?
-1